Here is a 2-piece molecular cluster, C28H30ClFNO5S overall in a non-equilibrium geometry from OMol25. Energies are from the ωB97M-V functional and the def2-TZVPD basis.

Summary:
HOMO level	-3.04	eV
M	547.1	g mol⁻¹
LUMO	0.95	eV

The geometry in ORCA input format:
```
! wB97M-V def2-TZVPD RIJCOSX def2/J DEFGRID3
* xyz -1 1
Cl -0.262 0.357 -0.296
S -2.297 -0.668 1.557
F 2.128 5.101 2.246
O 4.323 -1.304 -2.799
O -1.250 -1.623 1.876
O -3.338 -1.015 0.601
O -6.905 -1.479 6.408
O -5.107 -2.173 7.469
N -5.661 -1.614 6.492
C 2.244 -1.992 -4.877
C 4.181 -1.238 0.230
C -5.410 -0.585 4.263
C -3.240 -0.585 3.152
C 0.779 2.806 -1.883
C 2.856 1.589 -1.293
C -2.651 -1.035 4.352
C -4.621 -0.303 3.146
C 1.791 5.134 0.906
C -4.834 -1.135 5.421
C 3.731 0.554 -1.450
C 1.013 3.973 -1.069
C 1.193 6.409 -1.030
C 1.473 3.936 0.279
C 2.729 0.184 -3.739
C 0.819 5.240 -1.672
C 4.683 0.106 -0.319
C 1.778 1.852 -2.191
C 4.694 1.123 0.817
C 4.222 -0.681 -5.627
C 6.120 -0.061 -0.833
C 2.787 -0.570 -5.087
C 1.727 6.374 0.270
C 1.788 1.129 -3.437
C -3.442 -1.334 5.462
C 1.949 0.137 -6.143
C 3.653 -0.246 -2.677
C -1.462 0.737 0.809
H 2.001 -0.429 -7.078
H 1.201 -1.945 -4.545
H 2.336 1.146 -6.325
H 3.148 -1.127 0.585
H 6.154 -0.795 -1.646
H -3.009 -1.763 6.360
H 4.877 -1.157 -4.891
H 4.621 0.310 -5.874
H 2.044 7.289 0.772
H 1.033 1.403 -4.175
H 3.698 1.237 1.256
H 1.056 7.365 -1.533
H -6.484 -0.425 4.246
H 0.900 0.199 -5.840
H 4.208 -1.992 -0.564
H 5.052 2.093 0.457
H 2.951 2.244 -0.433
H 5.368 0.777 1.607
H 4.202 -1.296 -6.535
H -0.093 2.823 -2.531
H 2.293 -2.562 -5.812
H 0.456 5.254 -2.702
H 6.503 0.896 -1.207
H 6.753 -0.402 -0.007
H -5.097 0.128 2.268
H 1.592 2.998 0.816
H -2.065 1.615 0.621
H -1.573 -1.172 4.425
H 4.805 -1.574 1.066
H 2.843 -2.504 -4.118
*
```

Results of the Mulliken charge analysis, in e, for atoms 1 through 8:
1. Cl -0.12
2. S 1.07
3. F -0.32
4. O -0.81
5. O -0.68
6. O -0.65
7. O -0.59
8. O -0.59

=====

Here is C28H30GaNOSe as an isolated structure in a non-equilibrium geometry from OMol25. Energies are from the ωB97M-V functional and the def2-TZVPD basis.

Summary:
HOMO level	-7.64	eV
M	545.2	g mol⁻¹
LUMO	-0.98	eV

The geometry in ORCA input format:
```
! wB97M-V def2-TZVPD RIJCOSX def2/J DEFGRID3
* xyz 0 1
Se 3.074 0.080 1.963
Ga 1.046 0.086 0.558
O 0.998 0.454 -4.422
N 0.852 -1.665 -3.693
C 2.850 1.280 3.424
C 2.698 3.034 5.630
C -2.105 -0.738 1.713
C -1.211 2.614 1.445
C 3.726 3.174 4.684
C 1.835 1.132 4.390
C 1.749 2.014 5.469
C 3.804 2.311 3.594
C -0.628 -3.221 -2.469
C -0.314 1.577 -2.063
C -2.139 -4.713 -1.304
C -0.156 -1.721 0.937
C -0.843 -4.256 -1.552
C -3.011 -3.140 -2.930
C 0.520 2.666 -2.756
C -0.450 1.958 -0.619
C 0.728 2.150 0.263
C 0.176 2.612 1.537
C 0.790 -2.731 -2.693
C -1.680 1.468 -2.744
C -3.223 -4.154 -1.991
C 0.761 -0.312 -3.496
C 0.396 0.189 -2.106
C -1.709 -2.682 -3.179
C 0.005 -1.381 2.352
C -1.178 -0.762 2.791
C -1.599 2.225 0.125
C -1.522 -1.334 0.593
H 0.942 1.899 6.195
H 0.022 -4.690 -1.042
H -2.016 -1.598 -0.339
H -3.842 -2.696 -3.482
H 1.518 2.753 -2.313
H 0.631 2.413 -3.814
H -2.622 2.180 -0.252
H -0.252 -0.561 -1.616
H -1.527 -1.916 -3.939
H 4.609 2.403 2.866
H 0.399 -2.515 0.429
H -3.128 -0.368 1.773
H 1.226 -2.395 -1.732
H 0.009 3.635 -2.661
H -2.287 0.668 -2.300
H -2.293 -5.510 -0.574
H -2.219 2.421 -2.651
H 2.641 3.707 6.488
H 0.871 -1.662 2.953
H 1.209 -1.921 -4.605
H -1.374 -0.411 3.800
H 1.120 0.314 4.290
H 1.722 2.422 -0.105
H 0.787 2.930 2.377
H -1.910 2.908 2.225
H -4.234 -4.515 -1.799
H 1.393 0.245 -1.573
H 4.475 3.957 4.810
H 1.415 -3.568 -3.051
H -1.527 1.255 -3.809
*
```

Results of the Mulliken charge analysis, in e, for atoms 1 through 8:
1. Se -0.23
2. Ga 0.85
3. O -0.69
4. N -0.06
5. C 0.05
6. C -0.40
7. C -0.97
8. C -0.99

=====

Here is C28H30N10O2STl as an isolated structure in a non-equilibrium geometry from OMol25. Energies are from the ωB97M-V functional and the def2-TZVPD basis.

Summary:
HOMO level	-5.09	eV
M	775.1	g mol⁻¹
LUMO	2.30	eV

The geometry in ORCA input format:
```
! wB97M-V def2-TZVPD RIJCOSX def2/J DEFGRID3
* xyz -1 1
Tl 0.532 1.844 1.224
S 0.242 3.961 3.200
O 0.443 -5.237 0.084
O 1.436 -4.494 -1.812
N -1.958 2.113 2.337
N 2.092 -0.621 1.368
N -2.385 3.306 2.898
N 0.499 0.171 3.364
N -0.647 -0.717 -4.226
N -1.200 1.526 -3.664
N -1.965 5.248 4.053
N -1.719 -0.264 0.781
N 0.620 1.106 -5.154
N 4.020 0.843 0.260
C -1.415 -1.544 0.478
C -1.792 -2.717 1.139
C 4.549 2.254 -1.683
C 0.194 -1.476 5.626
C 1.111 -4.468 -0.602
C 3.253 0.111 -0.522
C 3.182 0.328 -1.940
C -2.860 1.186 2.247
C 0.619 -2.029 4.431
C 2.403 -0.926 0.096
C -0.317 0.632 -4.353
C 1.350 -1.551 2.014
C -3.123 -1.208 2.438
C -0.752 -1.211 -2.859
C -2.605 -0.158 1.729
C -0.161 -1.699 -5.178
C 0.039 0.646 4.568
C 2.087 -2.087 -0.551
C -0.802 2.884 -3.512
C -2.702 -2.481 2.192
C 1.163 -2.814 1.474
C -1.431 4.145 3.380
C 1.512 -3.119 0.141
C 3.801 1.427 -2.515
C 0.813 -1.132 3.325
C -0.215 -0.140 5.660
C -2.605 1.239 -3.478
C 4.628 1.935 -0.342
H -3.024 -3.353 2.766
H 4.961 3.169 -2.043
H 0.158 -1.483 -2.346
H -3.340 1.666 -4.227
H -1.292 -3.658 0.854
H 0.745 -3.591 2.035
H -1.151 -0.494 -2.178
H -0.219 1.649 4.559
H -1.475 3.357 -2.682
H 1.213 0.304 -5.400
H -2.905 1.619 -2.483
H -1.445 -2.085 -2.931
H 2.628 -0.235 -2.641
H -0.989 3.486 -4.458
H 0.119 -2.159 6.469
H 0.864 -1.940 -4.935
H -1.307 6.022 4.144
H 2.385 -2.247 -1.609
H -0.700 -2.604 -5.010
H -3.850 1.461 2.645
H 3.628 1.571 -3.578
H -0.563 0.389 6.570
H 0.169 3.079 -3.098
H -3.842 -0.878 3.212
H -2.879 5.513 3.756
H 5.208 2.598 0.335
H -2.909 0.201 -3.523
H 0.876 -3.033 4.249
H -0.742 -1.729 -0.352
H -0.256 -1.409 -6.216
*
```

Results of the Mulliken charge analysis, in e, for atoms 1 through 8:
1. Tl 0.70
2. S -0.52
3. O -0.74
4. O -0.74
5. N 0.84
6. N -0.62
7. N -1.24
8. N 0.16

=====

Here is a 2-piece molecular cluster, C28H30N4O4 overall in a non-equilibrium geometry from OMol25. Energies are from the ωB97M-V functional and the def2-TZVPD basis.

Summary:
HOMO level	-6.91	eV
M	486.6	g mol⁻¹
LUMO	-2.20	eV

The geometry in ORCA input format:
```
! wB97M-V def2-TZVPD RIJCOSX def2/J DEFGRID3
* xyz 0 1
O -3.295 2.763 -1.216
O 3.849 -2.733 -2.187
O 0.696 -3.798 1.155
O -0.470 -3.824 -3.274
N 1.686 -3.241 -2.697
N -2.541 2.358 0.941
N -0.666 1.189 0.514
N 0.181 -3.874 -1.063
C 2.101 -0.788 1.925
C -0.742 4.801 -0.893
C 2.314 -3.029 -0.397
C -1.196 1.568 -0.786
C -2.184 1.338 3.956
C 1.064 -3.574 -0.005
C -0.447 5.964 -0.185
C -0.711 2.758 2.536
C 2.715 -2.982 -1.764
C -0.236 2.444 -1.592
C 4.495 -2.318 4.376
C 1.309 3.792 -0.106
C 3.865 -1.983 3.183
C -2.029 0.635 2.610
C 3.003 -0.837 5.592
C 0.442 0.440 0.615
C -3.601 3.051 1.621
C 0.996 0.047 1.828
C 2.760 -1.087 3.163
C -2.476 2.300 -0.422
C 0.119 3.700 -0.837
C 1.593 4.950 0.624
C 0.385 -3.660 -2.424
C 4.061 -1.757 5.589
C -1.350 2.639 3.919
C -1.454 1.716 1.650
C 0.716 6.039 0.587
C 2.368 -0.492 4.401
H -1.648 4.733 -1.504
H -1.986 3.511 4.125
H 4.212 -2.389 2.230
H -1.841 0.692 4.773
H 2.510 -1.208 1.012
H 2.507 4.997 1.218
H -1.338 -0.210 2.669
H -1.134 6.810 -0.243
H 2.675 -0.376 6.526
H -4.114 2.372 2.308
H 5.333 -3.017 4.365
H -3.212 3.897 2.201
H -0.717 -4.262 -0.821
H 4.552 -2.024 6.525
H 0.660 1.861 -1.832
H -1.461 0.658 -1.352
H 1.580 0.264 4.414
H -2.979 0.266 2.203
H -0.763 2.703 -2.521
H 0.947 6.952 1.139
H -0.578 2.618 4.698
H -4.307 3.421 0.873
H 0.906 0.132 -0.329
H -0.826 3.758 2.093
H 2.007 2.949 -0.110
H 1.920 -3.191 -3.677
H 3.090 -2.952 0.347
H 0.536 0.424 2.742
H -3.239 1.568 4.154
H 0.362 2.532 2.554
*
```

Results of the Mulliken charge analysis, in e, for atoms 1 through 8:
1. O -0.70
2. O -0.75
3. O -0.76
4. O -0.66
5. N -0.04
6. N 0.27
7. N 0.50
8. N -0.06

=====

Question: Among the records above, which one has the lowest LUMO?
Answer: C28H30N4O4